(1)
{
  "formula": "C2H2FO2Yb",
  "method": "ωB97M-V/def2-TZVPD",
  "symbols": ["Yb", "F", "O", "O", "C", "C", "H", "H"],
  "positions_angstrom": [[2.4507, 0.6201, -0.4488], [-1.7820, 0.7634, -0.6482], [0.3127, 1.3810, -0.7257], [1.1760, -0.8175, 0.4844], [-0.1677, -0.6799, 0.3931], [-0.5289, 0.6128, -0.2866], [-0.7476, -0.3788, 1.3464], [-0.7131, -1.5010, -0.1146]],
  "mulliken_charge": [1.35, -0.17, -0.51, -0.70, -0.20, 0.62, 0.26, 0.35],
  "lumo_energy_ev": -5.417,
  "energy_ev": -40441.84515,
  "multiplicity": 1,
  "total_charge": 1,
  "homo_lumo_gap_ev": 8.05,
  "de_lowest_kj_mol": 0.00
}


(2)
{
  "formula": "C2H2FOP",
  "method": "ωB97M-V/def2-TZVPD",
  "symbols": ["P", "F", "O", "C", "C", "H", "H"],
  "positions_angstrom": [[0.5015, -1.5884, -0.0881], [-1.9249, -0.5302, -0.2205], [-1.5537, 1.6795, -0.0230], [0.1523, 0.0282, -0.0552], [-1.1067, 0.6029, -0.0938], [2.0919, 1.3395, 0.2906], [1.8396, -1.5316, 0.1901]],
  "mulliken_charge": [0.03, -0.23, -0.41, -0.09, 0.54, 0.09, 0.06],
  "lumo_energy_ev": [-1.493, -1.637],
  "energy_ev": -16154.07880,
  "multiplicity": 1,
  "homo_lumo_gap_ev": [9.21, 8.22],
  "de_lowest_kj_mol": 492.28
}


(3)
{
  "formula": "C2H2FOZn",
  "method": "ωB97M-V/def2-TZVPD",
  "symbols": ["Zn", "F", "O", "C", "C", "H", "H"],
  "positions_angstrom": [[0.5546, 1.1251, 0.4193], [0.3557, 0.9993, 2.1217], [-0.2337, -1.3412, -1.0597], [-0.1666, -0.6875, -2.4443], [0.1801, -0.1138, -1.1675], [-1.1464, -0.3385, -2.7970], [0.6053, -1.1148, -3.0845]],
  "mulliken_charge": [0.64, -0.54, -0.14, 0.20, 0.30, 0.27, 0.28],
  "lumo_energy_ev": -6.830,
  "energy_ev": -55278.61290,
  "multiplicity": 1,
  "total_charge": 1,
  "homo_lumo_gap_ev": 10.50,
  "de_lowest_kj_mol": 75.59
}


(4)
{
  "formula": "C2H2FP",
  "method": "ωB97M-V/def2-TZVPD",
  "symbols": ["P", "F", "C", "C", "H", "H"],
  "positions_angstrom": [[0.6896, 0.7102, 1.2368], [-1.2601, -0.6082, -2.5575], [-0.1328, 0.2711, -0.2201], [-1.0039, 0.0710, -1.5012], [1.6974, -0.2433, 0.9700], [0.0097, -0.2009, 2.0720]],
  "mulliken_charge": [-0.18, -0.14, 0.04, 0.16, 0.07, 0.05],
  "lumo_energy_ev": [-0.362, -0.367],
  "energy_ev": -14105.81119,
  "multiplicity": 1,
  "homo_lumo_gap_ev": [8.43, 8.27],
  "de_lowest_kj_mol": 549.98,
  "smiles": "FC#CP"
}


(5)
{
  "formula": "C2H2HgLiO2",
  "method": "ωB97M-V/def2-TZVPD",
  "symbols": ["Hg", "O", "O", "C", "C", "Li", "H", "H"],
  "positions_angstrom": [[-3.1774, -1.7010, -1.7592], [0.7556, 0.9887, -0.5143], [-1.5219, -0.5900, -0.6359], [0.7750, -0.2681, -0.1068], [-0.3811, -1.0215, -0.0302], [-0.8915, 0.9180, -1.5282], [0.9567, -0.4983, 1.0527], [-0.2747, -2.1029, 0.1571]],
  "lowdin_spin": [0.02, 0.31, 0.18, 0.28, 0.20, 0.00, 0.01, 0.01],
  "lumo_energy_ev": [-0.412, -1.458],
  "energy_ev": -10579.36097,
  "multiplicity": 2,
  "homo_lumo_gap_ev": [7.44, 6.48],
  "de_lowest_kj_mol": 0.00
}


(6)
{
  "formula": "C2H2I2",
  "method": "ωB97M-V/def2-TZVPD",
  "symbols": ["I", "I", "C", "C", "H", "H"],
  "positions_angstrom": [[5.2774, 0.3309, 0.0461], [2.1625, -1.0017, -0.0334], [0.2301, -0.1900, 0.3327], [3.3910, 0.6459, -0.5876], [0.1044, 0.8105, 0.4830], [-0.5911, -0.7977, 0.3820]],
  "mulliken_charge": [0.02, 0.46, -0.84, -0.44, 0.41, 0.40],
  "lumo_energy_ev": [-0.448, -1.043],
  "energy_ev": -18300.23188,
  "multiplicity": 1,
  "homo_lumo_gap_ev": [7.61, 6.39],
  "de_lowest_kj_mol": 593.82
}


(7)
{
  "formula": "C2H2I2NO",
  "method": "ωB97M-V/def2-TZVPD",
  "symbols": ["I", "I", "O", "N", "C", "C", "H", "H"],
  "positions_angstrom": [[1.8224, 1.4523, -0.0170], [-0.9281, 4.6276, 1.0535], [-0.7796, -2.7794, 0.1417], [-1.1379, -1.6393, -0.3207], [-0.2767, -0.6051, -0.5735], [0.8033, -0.3087, 0.1616], [0.9265, -0.6654, 1.1605], [-0.4299, -0.0820, -1.6060]],
  "mulliken_charge": [0.18, -0.97, -0.31, -0.16, 0.06, -0.37, 0.34, 0.24],
  "lumo_energy_ev": 1.157,
  "energy_ev": -21843.82721,
  "multiplicity": 1,
  "total_charge": -1,
  "homo_lumo_gap_ev": 4.67,
  "de_lowest_kj_mol": 39.13
}


(8)
{
  "formula": "C2H2IN",
  "method": "ωB97M-V/def2-TZVPD",
  "symbols": ["I", "N", "C", "C", "H", "H"],
  "positions_angstrom": [[-0.8083, 1.9734, -0.8097], [-0.3011, -0.6237, 1.0772], [-0.0932, -0.9960, -0.0958], [0.4039, 0.4032, 0.1360], [1.3519, 0.8759, 0.5045], [-0.5531, -1.6328, -0.8124]],
  "mulliken_charge": [-0.02, -0.34, -0.03, -0.31, 0.38, 0.31],
  "lumo_energy_ev": 0.361,
  "energy_ev": -11694.28559,
  "multiplicity": 1,
  "homo_lumo_gap_ev": 9.68,
  "de_lowest_kj_mol": 179.16,
  "smiles": "I[C@@H]1C=N1"
}


(9)
{
  "formula": "C2H2IN",
  "method": "ωB97M-V/def2-TZVPD",
  "symbols": ["I", "N", "C", "C", "H", "H"],
  "positions_angstrom": [[-0.1833, 1.1173, -4.4020], [1.4685, 2.5927, 0.6424], [1.0394, 1.6105, 0.2744], [0.4138, 0.5133, -0.1965], [-0.1918, 0.4070, -1.1801], [0.6009, -0.3016, 0.4039]],
  "mulliken_charge": [-0.22, -0.20, 0.42, -0.40, 0.16, 0.24],
  "lumo_energy_ev": [-4.880, -4.855],
  "energy_ev": -11692.11280,
  "multiplicity": 1,
  "homo_lumo_gap_ev": [3.34, 3.41],
  "de_lowest_kj_mol": 388.80
}


(10)
{
  "formula": "C2H2INO",
  "method": "ωB97M-V/def2-TZVPD",
  "symbols": ["I", "O", "N", "C", "C", "H", "H"],
  "positions_angstrom": [[-1.5000, 2.1219, -0.1324], [0.9558, 1.0024, 0.8969], [2.7734, -0.5091, 1.4129], [1.9071, 0.1908, 1.1592], [-0.1105, 0.5140, 0.1141], [-0.6285, -0.3083, 0.6133], [0.2298, 0.2058, -0.8772]],
  "mulliken_charge": [0.08, -0.29, -0.41, 0.51, -0.60, 0.36, 0.36],
  "lumo_energy_ev": -0.116,
  "energy_ev": -13742.93784,
  "multiplicity": 1,
  "homo_lumo_gap_ev": 10.20,
  "de_lowest_kj_mol": 61.92,
  "smiles": "N#COCI"
}


(11)
{
  "formula": "C2H2INO",
  "method": "ωB97M-V/def2-TZVPD",
  "symbols": ["I", "O", "N", "C", "C", "H", "H"],
  "positions_angstrom": [[2.1904, -0.5671, 0.2623], [-0.5073, -1.7225, -0.2343], [-0.3867, 0.8285, -0.4902], [0.5917, -2.0109, 0.3309], [-0.6652, 1.8300, 0.0736], [-0.4864, 2.6058, 0.8005], [-0.7364, -0.9638, -0.7428]],
  "mulliken_charge": [-0.10, -0.23, -0.46, -0.04, 0.07, 0.28, 0.47],
  "lumo_energy_ev": 0.288,
  "energy_ev": -13740.72593,
  "multiplicity": 1,
  "homo_lumo_gap_ev": 8.55,
  "de_lowest_kj_mol": 275.34
}


(12)
{
  "formula": "C2H2IrO2",
  "method": "ωB97M-V/def2-TZVPD",
  "symbols": ["Ir", "O", "O", "C", "C", "H", "H"],
  "positions_angstrom": [[2.0479, 0.6466, 0.1691], [0.3633, 1.4458, -0.5196], [1.0019, -0.9893, 0.4685], [-0.6235, 0.6048, -0.1700], [-0.2971, -0.6620, 0.2541], [-1.0759, -1.2712, 0.7420], [-1.4165, 0.2254, -0.9441]],
  "lowdin_spin": [2.55, 0.46, 0.41, 0.34, 0.24, 0.01, 0.01],
  "lumo_energy_ev": [-6.751, -7.740],
  "energy_ev": -9025.38138,
  "multiplicity": 5,
  "total_charge": 1,
  "homo_lumo_gap_ev": [7.77, 8.20],
  "de_lowest_kj_mol": 0.00
}


(13)
{
  "formula": "C2H2N2O",
  "method": "ωB97M-V/def2-TZVPD",
  "symbols": ["O", "N", "N", "C", "C", "H", "H"],
  "positions_angstrom": [[1.4566, 1.6537, -2.7440], [-1.2230, -0.8212, 2.2426], [0.4392, 0.1662, -1.2418], [-0.3333, -0.4085, 1.6355], [1.0380, 0.9742, -1.9007], [0.7404, -0.4543, -0.4860], [-2.1180, -1.1102, 2.4943]],
  "mulliken_charge": [-0.42, -0.13, -0.38, -0.15, 0.49, 0.31, 0.27],
  "lumo_energy_ev": 0.983,
  "energy_ev": -7132.61088,
  "multiplicity": 1,
  "homo_lumo_gap_ev": 11.59,
  "de_lowest_kj_mol": 118.94
}


(14)
{
  "formula": "C2H2N2O",
  "method": "ωB97M-V/def2-TZVPD",
  "symbols": ["O", "N", "N", "C", "C", "H", "H"],
  "positions_angstrom": [[-1.6624, -0.8190, -0.0243], [2.5066, -0.3992, -0.0609], [-1.3120, 0.6257, -0.0726], [1.2459, -0.0914, 0.0895], [-0.0209, 0.7512, 0.0659], [0.1559, 1.9178, -0.0284], [-2.5681, -0.9098, 0.2251]],
  "mulliken_charge": [-0.39, -0.36, -0.26, 0.28, 0.12, 0.29, 0.33],
  "lumo_energy_ev": -0.743,
  "energy_ev": -7129.56478,
  "multiplicity": 1,
  "homo_lumo_gap_ev": 10.15,
  "de_lowest_kj_mol": 412.84,
  "smiles": "N#C/C=N\\O"
}


(15)
{
  "formula": "C2H2N2O",
  "method": "ωB97M-V/def2-TZVPD",
  "symbols": ["O", "N", "N", "C", "C", "H", "H"],
  "positions_angstrom": [[0.0224, 0.0714, -0.7303], [0.2229, 0.7215, -1.8849], [-0.0221, -1.5813, 2.2404], [-0.1899, 0.3023, 0.5245], [-0.1317, -0.7587, 1.4332], [-0.4001, 1.4026, 0.7976], [0.4985, -0.1578, -2.3804]],
  "mulliken_charge": [-0.09, -0.42, -0.32, -0.01, 0.20, 0.36, 0.27],
  "lumo_energy_ev": [-0.801, -1.033],
  "energy_ev": -7128.74411,
  "multiplicity": 1,
  "homo_lumo_gap_ev": [8.42, 9.08],
  "de_lowest_kj_mol": 492.03
}


(16)
{
  "formula": "C2H2N2O",
  "method": "ωB97M-V/def2-TZVPD",
  "symbols": ["O", "N", "N", "C", "C", "H", "H"],
  "positions_angstrom": [[2.5068, 0.3212, -0.0870], [-1.1749, 1.1822, 0.0222], [-0.9408, -0.0511, -0.0293], [1.4713, -0.1674, 0.0459], [0.2605, -0.6824, 0.0960], [0.1429, -1.7576, 0.1531], [-2.2658, 1.1550, -0.2008]],
  "mulliken_charge": [-0.29, -0.57, 0.00, 0.94, -0.63, 0.29, 0.26],
  "lumo_energy_ev": 0.361,
  "energy_ev": -7131.02716,
  "multiplicity": 1,
  "homo_lumo_gap_ev": 9.47,
  "de_lowest_kj_mol": 271.75,
  "smiles": "[H]/N=N/C=C=O"
}


(17)
{
  "formula": "C2H2N2O",
  "method": "ωB97M-V/def2-TZVPD",
  "symbols": ["O", "N", "N", "C", "C", "H", "H"],
  "positions_angstrom": [[-2.4112, 0.5793, 0.8730], [0.2444, -2.0794, -0.4306], [1.1058, 0.2025, -0.0884], [-1.5090, 0.7806, 0.2355], [0.7030, -1.0619, -0.2985], [0.5068, 0.7722, 0.5959], [1.3601, 0.8066, -0.8869]],
  "mulliken_charge": [-0.15, -0.35, -0.52, 0.08, 0.37, 0.29, 0.27],
  "lumo_energy_ev": 0.568,
  "energy_ev": -7132.69407,
  "multiplicity": 1,
  "homo_lumo_gap_ev": 10.82,
  "de_lowest_kj_mol": 110.91
}


(18)
{
  "formula": "C2H2N2O",
  "method": "ωB97M-V/def2-TZVPD",
  "symbols": ["O", "N", "N", "C", "C", "H", "H"],
  "positions_angstrom": [[-0.6421, -0.8914, -0.0462], [0.8605, -0.8250, 0.0512], [1.1709, 0.3390, -0.0190], [-0.0531, 1.1049, -0.0261], [-1.0977, 0.2565, 0.0197], [0.0436, 2.1660, 0.0599], [-2.2223, 0.1984, 0.1221]],
  "mulliken_charge": [-0.15, -0.08, -0.12, -0.74, 0.36, 0.37, 0.36],
  "lumo_energy_ev": 0.949,
  "energy_ev": -7131.23280,
  "multiplicity": 1,
  "homo_lumo_gap_ev": 11.01,
  "de_lowest_kj_mol": 251.91,
  "smiles": "c1conn1"
}


(19)
{
  "formula": "C2H2N2O",
  "method": "ωB97M-V/def2-TZVPD",
  "symbols": ["O", "N", "N", "C", "C", "H", "H"],
  "positions_angstrom": [[2.0262, 0.1611, -0.0788], [-1.2345, 1.1404, -0.4418], [0.4366, -1.4288, 0.4230], [1.1788, -0.5556, 0.1701], [-1.6791, 2.0284, -1.0278], [-0.0922, -1.6793, 1.1983], [-0.6358, 0.3337, -0.2430]],
  "lowdin_spin": [0.00, 0.47, 0.01, 0.01, 1.47, 0.00, 0.04],
  "lumo_energy_ev": [0.704, -3.216],
  "energy_ev": -7126.48575,
  "multiplicity": 3,
  "homo_lumo_gap_ev": [6.26, 8.50],
  "de_lowest_kj_mol": 375.09
}


(20)
{
  "formula": "C2H2N2O2",
  "method": "ωB97M-V/def2-TZVPD",
  "symbols": ["O", "O", "N", "N", "C", "C", "H", "H"],
  "positions_angstrom": [[1.2986, -3.3101, 0.2812], [-0.5472, -4.4629, -0.4525], [-0.5412, 1.2312, -0.6463], [0.2093, 0.5100, -0.0207], [0.3000, -0.3079, 1.1550], [0.3835, -3.8864, -0.1241], [0.4490, -1.3641, 0.9642], [-0.0373, 1.7736, -1.2652]],
  "mulliken_charge": [-0.41, -0.33, -0.44, 0.17, -0.06, 0.74, 0.09, 0.25],
  "lumo_energy_ev": -0.198,
  "energy_ev": -9177.55422,
  "multiplicity": 1,
  "homo_lumo_gap_ev": 9.15,
  "de_lowest_kj_mol": 408.33
}